Record 1
{
  "formula": "C28H39Cl2MgN3O2Sb",
  "method": "ωB97M-V with the def2-TZVPD basis set",
  "symbols": ["Mg", "O", "C", "N", "C", "C", "C", "C", "C", "C", "N", "C", "C", "C", "C", "C", "N", "H", "H", "H", "H", "H", "H", "H", "H", "H", "H", "Cl", "C", "H", "H", "C", "C", "O", "H", "H", "H", "H", "H", "H", "Cl", "C", "C", "C", "C", "C", "C", "C", "H", "H", "H", "H", "H", "H", "C", "C", "Sb", "C", "C", "C", "C", "H", "H", "H", "H", "H", "H", "H", "H", "H", "H", "H", "H", "H", "H", "H"],
  "coordinates": [[-1.05, -1.73, 1.24], [0.56, -3.10, -2.28], [-0.05, -2.48, -1.40], [0.38, -2.06, -0.21], [1.59, -2.73, 0.28], [1.66, -2.65, 1.82], [2.55, -3.75, 2.35], [2.39, -4.14, 3.62], [1.27, -3.67, 4.39], [0.24, -3.12, 3.67], [0.30, -2.77, 2.38], [-1.53, -2.21, -1.62], [-2.05, -2.18, -2.91], [-3.42, -2.03, -3.07], [-4.22, -1.94, -1.94], [-3.63, -1.98, -0.70], [-2.31, -2.11, -0.53], [2.51, -2.32, -0.15], [1.55, -3.78, -0.01], [3.31, -4.16, 1.71], [3.05, -4.89, 4.05], [1.12, -3.97, 5.42], [-0.74, -2.99, 4.14], [-1.37, -2.28, -3.74], [-3.85, -1.99, -4.06], [-5.30, -1.83, -2.02], [-4.21, -1.88, 0.21], [-3.85, -0.12, 2.26], [-2.00, -0.10, 2.29], [-1.77, -0.10, 3.36], [-1.75, 0.89, 1.92], [2.09, 2.22, -0.13], [1.60, 1.35, -1.28], [0.35, 0.76, -1.00], [3.06, 2.66, -0.36], [2.19, 1.63, 0.78], [1.38, 3.02, 0.06], [2.34, 0.58, -1.54], [1.48, 1.97, -2.18], [0.48, -0.16, -0.70], [8.15, -0.57, 1.55], [6.42, -0.75, 1.75], [5.92, -1.25, 2.94], [4.55, -1.39, 3.09], [3.66, -1.04, 2.07], [2.19, -1.24, 2.25], [4.20, -0.54, 0.89], [5.57, -0.39, 0.72], [6.60, -1.53, 3.73], [4.15, -1.79, 4.01], [1.94, -1.13, 3.31], [1.63, -0.48, 1.70], [3.54, -0.25, 0.08], [5.98, 0.00, -0.21], [-4.65, 4.03, -1.57], [-4.54, 2.52, -1.73], [-2.61, 1.55, -1.36], [-1.66, 2.11, -3.23], [-2.20, 3.30, -4.01], [-1.78, 3.07, -0.07], [-1.22, 4.33, -0.71], [-5.68, 4.37, -1.70], [-4.04, 4.56, -2.31], [-4.32, 4.36, -0.59], [-4.85, 2.21, -2.73], [-5.22, 2.02, -1.03], [-1.71, 1.20, -3.84], [-0.60, 2.24, -2.99], [-3.26, 3.20, -4.22], [-1.68, 3.41, -4.97], [-2.06, 4.23, -3.46], [-0.99, 2.54, 0.47], [-2.55, 3.31, 0.67], [-0.48, 4.09, -1.48], [-0.72, 4.97, 0.03], [-2.00, 4.93, -1.18]],
  "homo_energy_ha": -0.1403,
  "relative_energy_ev": 0.000,
  "homo_lumo_gap_ev": 6.39,
  "total_charge": -1
}



Record 2
{
  "formula": "C28H40AsFNO3PtSi3",
  "method": "ωB97M-V with the def2-TZVPD basis set",
  "symbols": ["Pt", "C", "C", "C", "C", "C", "C", "C", "F", "C", "C", "C", "O", "C", "C", "N", "C", "C", "O", "O", "H", "H", "H", "H", "H", "H", "H", "H", "H", "H", "H", "C", "Si", "C", "C", "As", "Si", "C", "C", "C", "H", "H", "H", "H", "H", "H", "H", "H", "H", "H", "H", "H", "H", "H", "H", "H", "H", "H", "C", "Si", "C", "C", "C", "C", "C", "C", "C", "H", "H", "H", "H", "H", "H", "H", "H", "H", "H", "H"],
  "coordinates": [[-0.18, -1.03, -0.76], [4.31, 4.87, 0.99], [3.95, 3.92, 2.13], [3.61, 4.63, 3.43], [2.35, 5.47, 3.27], [1.22, 4.63, 2.71], [-0.09, 4.98, 2.93], [-1.12, 4.18, 2.43], [-2.38, 4.56, 2.66], [-0.88, 3.03, 1.74], [0.45, 2.65, 1.51], [0.73, 1.42, 0.78], [-0.28, 0.76, 0.36], [2.08, 1.09, 0.58], [3.05, 1.95, 1.05], [2.81, 3.07, 1.72], [1.50, 3.45, 1.98], [2.61, -0.14, -0.12], [3.76, -0.15, -0.50], [1.82, -1.18, -0.21], [5.15, 5.50, 1.28], [3.47, 5.51, 0.71], [4.60, 4.30, 0.10], [4.78, 3.24, 2.30], [4.45, 5.26, 3.72], [3.46, 3.89, 4.21], [2.54, 6.32, 2.60], [2.04, 5.89, 4.23], [-0.34, 5.87, 3.49], [-1.69, 2.42, 1.37], [4.09, 1.71, 0.86], [-2.62, -4.52, -1.00], [-2.99, -3.43, 0.46], [-3.60, -4.38, 1.94], [-4.08, -2.00, 0.01], [-0.87, -2.52, 1.08], [0.99, -4.08, 1.21], [2.34, -3.40, 2.26], [0.20, -5.57, 2.00], [1.40, -4.36, -0.58], [-3.56, -4.96, -1.34], [-1.94, -5.33, -0.74], [-2.19, -3.95, -1.82], [-4.55, -4.87, 1.70], [-3.77, -3.71, 2.78], [-2.89, -5.14, 2.24], [-5.09, -2.36, -0.19], [-3.71, -1.50, -0.89], [-4.13, -1.27, 0.82], [1.97, -3.16, 3.26], [2.79, -2.52, 1.82], [3.11, -4.17, 2.36], [-0.24, -5.31, 2.97], [0.98, -6.31, 2.19], [-0.56, -6.03, 1.38], [1.77, -3.44, -1.03], [0.54, -4.72, -1.13], [2.19, -5.11, -0.64], [-0.14, -1.99, -4.13], [-0.30, -0.43, -3.11], [1.08, 0.74, -3.52], [-1.98, 0.36, -3.37], [-2.52, 0.44, -4.66], [-3.75, 1.04, -4.88], [-4.47, 1.56, -3.82], [-3.96, 1.49, -2.53], [-2.72, 0.90, -2.31], [-0.28, -1.71, -5.18], [-0.89, -2.73, -3.88], [0.85, -2.43, -4.03], [1.16, 0.80, -4.60], [2.04, 0.40, -3.12], [0.88, 1.74, -3.13], [-1.97, 0.04, -5.50], [-4.14, 1.10, -5.89], [-5.44, 2.02, -3.99], [-4.52, 1.90, -1.70], [-2.32, 0.87, -1.30]],
  "homo_energy_ha": [-0.3736, -0.4133],
  "multiplicity": 5,
  "homo_lumo_gap_ev": [7.49, 5.94],
  "total_charge": 1,
  "s_squared": 6.01
}



Record 3
{
  "formula": "C28H40BGaIO4",
  "method": "ωB97M-V with the def2-TZVPD basis set",
  "symbols": ["C", "C", "O", "B", "O", "Ga", "I", "C", "C", "O", "O", "C", "C", "C", "C", "C", "C", "H", "H", "H", "H", "H", "H", "H", "H", "H", "H", "H", "H", "H", "H", "H", "H", "H", "H", "H", "H", "H", "H", "C", "C", "C", "C", "C", "C", "H", "H", "H", "H", "H", "H", "C", "C", "C", "C", "C", "C", "H", "H", "H", "H", "H", "H", "C", "C", "C", "C", "C", "C", "H", "H", "H", "H", "H", "H"],
  "coordinates": [[-1.61, -0.10, -3.12], [-1.04, -1.52, -3.23], [-0.51, -2.00, -2.01], [-1.35, -2.54, -1.06], [-2.72, -2.64, -1.37], [-0.62, -3.21, 0.81], [-0.12, -5.78, 0.61], [-2.09, -3.01, 2.21], [-1.80, -3.48, 3.58], [-2.18, -2.90, 4.62], [0.91, -2.22, 1.24], [1.93, -2.83, 1.97], [3.33, -2.18, 1.71], [3.28, -1.13, 0.60], [3.98, -1.62, 2.98], [4.44, -2.74, 3.95], [3.13, -0.58, 3.69], [-2.50, 0.03, -3.73], [-0.87, 0.63, -3.46], [-1.83, 0.16, -2.08], [-1.79, -2.20, -3.63], [-0.22, -1.50, -3.95], [-3.17, -1.81, -1.32], [-2.92, -3.62, 1.82], [-2.45, -1.98, 2.25], [-1.17, -4.38, 3.70], [2.03, -3.90, 1.72], [1.71, -2.80, 3.04], [3.98, -2.99, 1.34], [2.92, -1.58, -0.32], [2.65, -0.29, 0.86], [4.31, -0.79, 0.42], [4.89, -1.09, 2.65], [3.71, -2.87, 4.75], [5.37, -2.44, 4.43], [4.60, -3.68, 3.43], [3.28, 0.41, 3.26], [2.07, -0.81, 3.66], [3.42, -0.51, 4.74], [0.11, 1.48, 4.54], [-0.60, 0.31, 4.73], [-1.99, 0.32, 4.74], [-2.66, 1.53, 4.58], [-1.95, 2.71, 4.38], [-0.57, 2.68, 4.36], [1.19, 1.47, 4.51], [-0.08, -0.63, 4.84], [-2.53, -0.60, 4.87], [-3.75, 1.54, 4.58], [-2.48, 3.64, 4.22], [-0.01, 3.59, 4.19], [0.06, 3.22, 0.90], [0.67, 2.85, -0.29], [1.10, 3.83, -1.18], [0.92, 5.17, -0.88], [0.31, 5.54, 0.31], [-0.11, 4.56, 1.20], [-0.27, 2.46, 1.59], [0.81, 1.80, -0.53], [1.57, 3.54, -2.11], [1.26, 5.93, -1.58], [0.18, 6.59, 0.54], [-0.59, 4.85, 2.13], [-1.89, -0.36, -7.30], [-1.12, 0.76, -7.00], [-1.35, 1.96, -7.66], [-2.37, 2.04, -8.60], [-3.14, 0.93, -8.90], [-2.90, -0.27, -8.24], [-1.70, -1.29, -6.78], [-0.33, 0.69, -6.26], [-0.75, 2.83, -7.43], [-2.55, 2.98, -9.11], [-3.93, 1.00, -9.63], [-3.50, -1.14, -8.47]],
  "homo_energy_ha": -0.1824,
  "homo_lumo_gap_ev": 7.23,
  "total_charge": -1
}



Record 4
{
  "formula": "C28H40N10OPtS",
  "method": "ωB97M-V with the def2-TZVPD basis set",
  "symbols": ["Pt", "N", "C", "N", "C", "N", "N", "C", "N", "C", "C", "C", "C", "C", "N", "H", "H", "H", "H", "H", "H", "H", "H", "C", "N", "N", "C", "O", "C", "C", "C", "C", "C", "C", "C", "C", "C", "H", "H", "H", "H", "H", "H", "H", "H", "H", "H", "H", "H", "C", "C", "C", "C", "N", "C", "S", "N", "C", "C", "C", "C", "H", "H", "H", "H", "H", "H", "H", "H", "H", "H", "H", "H", "H", "H", "H", "H", "H", "H", "H", "H"],
  "coordinates": [[-0.22, -0.77, 0.22], [2.75, -1.43, 1.04], [2.59, -0.10, 0.77], [3.61, 0.57, 0.33], [3.34, 1.90, 0.12], [4.37, 2.60, -0.37], [2.24, 2.54, 0.43], [1.14, 1.79, 0.77], [1.33, 0.38, 0.99], [-1.17, 1.91, -0.24], [-1.94, 3.07, -0.35], [-3.30, 2.98, -0.14], [-3.88, 1.75, 0.18], [-3.06, 0.65, 0.28], [-1.74, 0.73, 0.06], [3.70, -1.74, 1.06], [2.12, -1.84, 1.72], [5.23, 2.13, -0.59], [4.24, 3.57, -0.61], [-1.45, 3.99, -0.61], [-3.92, 3.86, -0.23], [-4.94, 1.65, 0.35], [-3.45, -0.33, 0.52], [-0.79, 2.72, 5.30], [-0.31, 2.95, 3.94], [0.05, 1.94, 3.09], [0.45, 2.50, 1.93], [0.15, 1.89, -0.45], [0.32, 3.87, 2.05], [-0.16, 4.13, 3.32], [-0.44, 5.41, 4.01], [0.06, 0.57, 3.54], [1.19, 0.08, 4.17], [1.19, -1.23, 4.61], [0.06, -2.03, 4.43], [-1.07, -1.51, 3.81], [-1.08, -0.20, 3.36], [-0.97, 1.66, 5.45], [-1.73, 3.26, 5.44], [-0.05, 3.07, 6.02], [0.60, 4.59, 1.30], [-0.18, 6.24, 3.36], [0.14, 5.50, 4.93], [-1.50, 5.50, 4.27], [2.06, 0.72, 4.29], [2.07, -1.63, 5.10], [0.06, -3.05, 4.79], [-1.95, -2.13, 3.69], [-1.96, 0.23, 2.91], [3.20, -2.38, -4.61], [2.26, -1.46, -3.83], [2.28, -1.71, -2.32], [1.87, -3.12, -1.91], [0.49, -3.43, -2.33], [-0.60, -3.28, -1.62], [-0.56, -3.00, 0.13], [-1.80, -3.47, -2.16], [-2.07, -3.75, -3.58], [-1.85, -2.58, -4.53], [-2.87, -1.45, -4.44], [-2.91, -0.73, -3.10], [3.27, -2.06, -5.65], [2.87, -3.42, -4.62], [4.21, -2.35, -4.19], [1.24, -1.56, -4.21], [2.54, -0.42, -4.00], [1.63, -0.99, -1.81], [3.29, -1.55, -1.94], [1.92, -3.25, -0.83], [2.51, -3.86, -2.36], [0.38, -3.69, -3.30], [-2.58, -3.37, -1.53], [-3.11, -4.09, -3.63], [-1.46, -4.61, -3.88], [-1.87, -3.00, -5.54], [-0.85, -2.16, -4.39], [-3.87, -1.85, -4.67], [-2.64, -0.73, -5.22], [-3.41, -1.30, -2.32], [-3.44, 0.22, -3.19], [-1.89, -0.50, -2.75]],
  "homo_energy_ha": [-0.4972, -0.5004],
  "relative_energy_ev": 0.000,
  "multiplicity": 3,
  "homo_lumo_gap_ev": [8.66, 6.13],
  "total_charge": 2,
  "s_squared": 2.01
}



Record 5
{
  "formula": "C28H40O12",
  "method": "ωB97M-V with the def2-TZVPD basis set",
  "symbols": ["C", "C", "C", "C", "C", "C", "O", "C", "O", "C", "O", "C", "C", "C", "C", "O", "C", "O", "C", "C", "C", "O", "H", "H", "H", "H", "H", "H", "H", "H", "H", "H", "H", "H", "H", "H", "H", "H", "O", "C", "O", "C", "C", "C", "H", "H", "H", "H", "H", "H", "H", "H", "O", "C", "O", "C", "C", "C", "H", "H", "H", "H", "H", "H", "H", "H", "O", "C", "O", "C", "C", "C", "H", "H", "H", "H", "H", "H", "H", "H"],
  "coordinates": [[1.89, -2.80, 1.98], [0.98, -2.09, 1.34], [0.13, -1.47, 0.12], [0.59, -0.30, -0.57], [1.91, 0.55, -0.24], [2.04, 1.05, 1.29], [3.13, 0.25, 1.90], [4.29, 1.11, 2.04], [4.79, 1.27, 3.21], [-0.34, 0.19, -1.82], [0.19, 0.75, -2.84], [-1.92, -0.10, -1.78], [-2.36, -1.27, -1.03], [-3.95, -1.58, -0.93], [-4.66, -0.15, -0.55], [-3.92, 0.46, 0.58], [-4.87, 1.30, 1.30], [-5.01, 2.55, 1.05], [-5.78, 0.51, 2.41], [-4.82, -0.65, 3.08], [-1.26, -2.23, -0.30], [-1.46, -3.47, -0.05], [2.65, -3.45, 2.56], [1.85, 1.52, -0.90], [2.85, -0.02, -0.63], [2.21, 2.18, 1.42], [1.07, 0.70, 1.84], [4.69, 1.61, 1.09], [-2.67, 0.62, -2.30], [-4.14, -2.26, 0.00], [-4.34, -2.03, -1.91], [-5.77, -0.35, -0.27], [-4.66, 0.53, -1.48], [-6.20, 1.25, 3.18], [-6.58, -0.05, 1.81], [-5.16, -0.76, 4.19], [-4.96, -1.66, 2.51], [-3.70, -0.33, 3.08], [8.20, 0.90, -0.13], [8.20, 1.62, 0.85], [8.59, 2.91, 0.74], [8.44, 3.88, 1.79], [9.62, 3.83, 2.74], [7.87, 1.07, 2.20], [7.48, 3.78, 2.30], [8.42, 4.86, 1.29], [9.69, 2.87, 3.25], [9.53, 4.62, 3.50], [10.56, 3.97, 2.20], [8.76, 0.62, 2.64], [7.10, 0.30, 2.09], [7.46, 1.81, 2.89], [0.63, 4.29, -0.91], [0.24, 4.39, -2.05], [0.79, 5.30, -2.88], [0.54, 5.36, -4.30], [-0.71, 6.16, -4.59], [-0.92, 3.56, -2.54], [0.51, 4.36, -4.74], [1.40, 5.86, -4.74], [-1.60, 5.70, -4.15], [-0.86, 6.26, -5.67], [-0.63, 7.17, -4.16], [-1.85, 4.06, -2.27], [-0.87, 2.59, -2.05], [-0.90, 3.37, -3.61], [-4.31, -4.14, -0.09], [-4.22, -5.34, -0.24], [-5.19, -6.02, -0.87], [-5.10, -7.40, -1.27], [-5.49, -8.32, -0.13], [-3.07, -6.11, 0.35], [-4.10, -7.63, -1.67], [-5.80, -7.53, -2.09], [-4.81, -8.21, 0.73], [-5.47, -9.37, -0.45], [-6.49, -8.08, 0.23], [-3.29, -6.34, 1.40], [-2.17, -5.48, 0.31], [-2.82, -7.02, -0.18]],
  "homo_energy_ha": -0.3427,
  "smiles": "C#CC1=C(CCOC=O)C(=O)C=C(CCOC(=O)CC)C1=O.CCOC(C)=O.CCOC(C)=O.CCOC(C)=O",
  "homo_lumo_gap_ev": 7.87
}



Record 6
{
  "formula": "C28H41BrCsF6I2N2O6S6",
  "method": "ωB97M-V with the def2-TZVPD basis set",
  "symbols": ["Cs", "C", "C", "S", "C", "C", "S", "C", "C", "S", "H", "H", "H", "H", "H", "H", "H", "H", "H", "H", "H", "H", "F", "C", "F", "F", "S", "O", "O", "N", "S", "O", "O", "C", "F", "F", "F", "O", "C", "C", "C", "C", "C", "C", "C", "C", "N", "H", "H", "H", "H", "H", "H", "H", "H", "H", "H", "H", "Br", "C", "C", "C", "C", "C", "C", "I", "H", "H", "H", "H", "I", "C", "C", "C", "S", "O", "C", "C", "C", "H", "H", "H", "H", "H", "H", "H", "H", "H", "H", "H", "H", "H", "H"],
  "coordinates": [[-0.12, -0.05, -0.41], [2.01, -3.72, 5.48], [0.50, -3.87, 5.33], [-0.26, -3.06, 3.90], [0.72, -3.66, 2.50], [2.04, -2.96, 2.18], [2.05, -1.18, 2.54], [3.65, -0.99, 3.35], [3.92, -1.85, 4.58], [2.58, -2.02, 5.79], [2.50, -4.09, 4.59], [2.33, -4.35, 6.31], [-0.01, -3.44, 6.19], [0.26, -4.94, 5.31], [0.05, -3.56, 1.64], [0.89, -4.73, 2.63], [2.23, -3.11, 1.12], [2.87, -3.41, 2.72], [3.68, 0.07, 3.62], [4.46, -1.15, 2.63], [4.76, -1.41, 5.12], [4.24, -2.86, 4.30], [2.30, 2.73, 3.30], [1.21, 3.50, 3.35], [1.58, 4.77, 3.23], [0.66, 3.34, 4.56], [-0.02, 3.03, 2.05], [0.13, 1.61, 1.89], [-1.26, 3.56, 2.53], [0.40, 3.83, 0.75], [1.63, 3.43, -0.14], [1.38, 2.31, -1.02], [2.90, 3.47, 0.51], [1.58, 4.89, -1.27], [1.69, 6.04, -0.60], [2.60, 4.80, -2.12], [0.45, 4.92, -1.98], [-1.91, -0.31, -2.77], [-3.12, 0.41, -2.91], [-2.96, 1.93, -2.91], [-2.26, 2.52, -1.68], [-3.02, 2.37, -0.39], [-3.71, 3.46, 0.14], [-4.42, 3.30, 1.32], [-4.41, 2.06, 1.94], [-3.68, 1.04, 1.35], [-3.00, 1.18, 0.21], [-1.21, 0.04, -3.35], [-3.74, 0.09, -2.08], [-3.63, 0.13, -3.84], [-3.96, 2.36, -3.02], [-2.38, 2.23, -3.79], [-2.11, 3.59, -1.86], [-1.26, 2.09, -1.60], [-3.67, 4.42, -0.36], [-4.94, 4.14, 1.76], [-4.93, 1.89, 2.87], [-3.63, 0.07, 1.82], [-5.71, -2.02, -1.19], [-5.34, -2.05, 0.67], [-6.34, -1.59, 1.52], [-6.13, -1.60, 2.89], [-4.93, -2.08, 3.40], [-3.94, -2.53, 2.55], [-4.13, -2.51, 1.17], [-2.50, -3.07, -0.03], [-7.26, -1.23, 1.10], [-6.91, -1.23, 3.55], [-4.76, -2.09, 4.47], [-3.01, -2.89, 2.95], [0.86, -3.60, -1.47], [3.91, -3.42, -4.45], [3.70, -2.08, -3.75], [2.45, -1.39, -4.29], [1.94, -0.02, -3.23], [0.63, 0.48, -3.79], [3.18, 1.25, -3.64], [2.70, 2.26, -4.67], [2.56, 1.70, -6.08], [4.82, -3.91, -4.09], [4.00, -3.29, -5.53], [3.07, -4.08, -4.25], [4.58, -1.45, -3.87], [3.56, -2.26, -2.68], [1.60, -2.06, -4.23], [2.57, -1.03, -5.32], [4.08, 0.73, -3.96], [3.39, 1.75, -2.69], [3.41, 3.09, -4.67], [1.74, 2.66, -4.34], [3.49, 1.23, -6.42], [2.32, 2.49, -6.79], [1.77, 0.96, -6.12]],
  "homo_energy_ha": -0.1906,
  "relative_energy_ev": 0.141,
  "homo_lumo_gap_ev": 7.23,
  "total_charge": -1
}